No. 1
Below is a molecular structure, C43H43N9O2STi at a distorted geometry, with properties calculated with ωB97M-V/def2-TZVPD.

```
! RIJCOSX wB97M-V def2-TZVPD def2/J DEFGRID3
* xyz -1 4
Ti -0.56 -0.87 0.78
S 2.70 -2.21 3.64
O -2.33 -0.56 0.29
O -0.46 -2.41 -0.47
N -1.24 -3.38 -2.39
N -0.81 0.63 2.08
N 2.00 -1.53 -0.82
N 0.61 -4.26 -1.26
N -3.60 -0.95 0.33
N -0.24 0.74 -0.68
N -1.51 1.76 1.84
N 1.87 -0.79 -1.92
N 1.28 -1.03 1.77
C -0.35 -3.27 -1.33
C 0.10 -4.02 3.59
C 0.11 -2.88 2.77
C -1.07 -4.74 3.74
C 3.51 2.97 -0.60
C 2.41 -0.29 1.91
C -4.09 -1.84 -0.60
C -2.54 4.27 -0.65
C -1.74 3.93 -1.73
C -0.85 0.42 3.41
C -2.20 -3.18 2.28
C 4.75 3.86 1.38
C 4.50 -0.11 3.16
C 0.62 -0.58 -2.54
C -0.94 1.92 -0.57
C -1.62 2.37 0.60
C -1.83 -0.43 -3.80
C 3.08 -0.45 -2.44
C 3.32 -0.76 2.89
C -5.42 -2.07 -0.72
C -4.48 -0.35 1.21
C -5.82 -0.58 1.13
C -1.67 0.14 -2.56
C -2.22 -4.33 3.08
C 0.44 -1.12 -3.81
C 3.99 1.46 1.38
C -6.34 -1.43 0.14
C 2.77 0.84 1.16
C -0.97 2.79 -1.67
C 4.03 -1.00 -1.61
C -0.96 -1.60 -5.86
C 5.82 2.20 -0.15
C 1.25 -2.07 2.61
C -1.58 1.41 4.03
C -0.42 0.12 -1.87
C 3.30 -1.65 -0.62
C -3.47 5.46 -0.72
C 4.50 2.61 0.52
C -0.77 -1.04 -4.48
C 4.83 1.00 2.40
C -1.99 2.26 3.03
C -1.06 -2.41 2.09
C -2.45 3.51 0.49
H 3.83 4.19 1.85
H 5.48 3.64 2.16
H 1.01 -4.33 4.10
H -1.74 4.53 -2.63
H 6.58 1.94 0.58
H 3.16 0.15 -3.32
H 3.66 -2.22 0.22
H -0.37 2.51 -2.54
H 2.55 3.29 -0.19
H -0.34 -0.42 3.86
H -3.34 -2.33 -1.20
H 3.91 3.77 -1.21
H 3.34 2.10 -1.23
H 6.20 3.01 -0.78
H -6.48 -0.11 1.83
H 1.28 -1.61 -4.28
H -7.40 -1.61 0.06
H 5.17 -0.47 3.93
H 0.93 -4.67 -2.13
H -1.70 -2.50 -2.59
H -4.02 0.27 1.96
H -1.90 -1.24 -6.28
H 5.14 4.67 0.76
H -3.13 -4.90 3.19
H -1.08 -5.63 4.36
H -5.77 -2.77 -1.47
H 5.10 -0.92 -1.70
H -0.94 -3.88 -3.21
H 5.65 1.32 -0.78
H -1.80 1.51 5.08
H -3.13 -2.90 1.80
H -3.92 5.53 -1.71
H -2.81 -0.40 -4.27
H -0.15 -1.30 -6.52
H 1.35 -4.03 -0.61
H -1.00 -2.69 -5.86
H -2.55 3.16 3.11
H -3.08 3.78 1.33
H 5.75 1.52 2.62
H -2.93 6.38 -0.53
H -4.27 5.37 0.02
H -2.50 0.63 -2.08
H 2.07 1.17 0.41
*
```

Summary:
Kohn-Sham gap (alpha / beta) ... 3.8 / 6.7 eV

No. 2
Below is a molecular structure, C43H44AsFeNOP2S2, with properties calculated with ωB97M-V/def2-TZVPD.

```
! RIJCOSX wB97M-V def2-TZVPD def2/J DEFGRID3
* xyz -1 6
As 2.71 -1.18 1.69
Fe -0.07 -1.09 0.71
S -2.09 -2.57 -1.00
S 1.38 -0.57 -1.32
P -0.23 0.58 -1.74
P -2.67 -0.66 -0.76
O 1.07 -3.47 0.27
N 0.16 -5.53 0.14
C 0.56 1.76 1.68
C -0.56 -1.02 -4.01
C -2.04 0.89 -5.39
C -0.78 0.24 -3.44
C -1.81 -0.36 -5.96
C 3.11 -1.64 3.56
C 0.34 2.31 -1.89
C -0.38 3.35 -1.32
C 4.03 -2.32 0.81
C 3.61 0.59 1.59
C -1.52 1.19 -4.14
C -0.07 1.49 4.35
C -0.71 -2.48 2.15
C 0.21 -4.25 0.64
C -5.24 -0.45 3.06
C 1.50 2.58 -2.61
C -0.82 -3.92 1.69
C 0.39 2.71 3.88
C 7.32 0.34 0.86
C -4.98 -0.66 -4.16
C 7.87 0.46 2.13
C -5.26 1.47 -3.08
C 0.71 2.84 2.54
C -0.21 0.41 3.47
C 5.94 0.39 0.69
C -3.71 -0.55 0.73
C -1.40 0.42 -0.54
C 0.06 4.66 -1.46
C -3.83 -0.20 -2.09
C 1.94 3.89 -2.75
C 5.65 0.68 3.05
C -4.41 1.07 -2.07
C -5.55 0.60 -4.13
C 1.22 4.93 -2.18
C 0.10 0.51 2.11
C 7.03 0.63 3.22
C -3.43 0.38 1.72
C -4.77 -1.44 0.92
C -1.08 -1.31 -5.27
C -5.54 -1.39 2.07
C -4.18 0.43 2.88
C 5.08 0.56 1.78
C -4.13 -1.06 -3.14
H 2.55 -0.97 4.21
H -6.22 0.92 -4.93
H 5.03 -2.20 1.22
H -1.26 3.10 -0.75
H -1.70 2.16 -3.70
H -0.90 -2.29 -5.70
H 0.00 -1.75 -3.45
H -4.97 -2.19 0.15
H -1.80 -4.09 1.22
H 4.18 -1.57 3.79
H 8.94 0.42 2.26
H 5.51 0.30 -0.30
H 7.45 0.73 4.21
H 0.51 3.55 4.56
H 2.85 4.10 -3.31
H -3.67 -2.04 -3.15
H -5.71 2.46 -3.06
H 2.07 1.77 -3.04
H 4.03 -2.08 -0.26
H -1.68 -2.13 2.54
H -3.94 1.15 3.65
H -5.20 -1.33 -4.98
H -0.59 -0.52 3.87
H 0.68 -5.68 -0.71
H -2.62 1.63 -5.93
H -0.73 -4.66 2.50
H 0.01 -2.39 2.97
H 2.77 -2.66 3.74
H -6.36 -2.08 2.21
H 5.01 0.83 3.90
H -0.50 5.46 -1.01
H 3.68 -3.35 0.92
H -4.17 1.75 -1.25
H 1.08 3.79 2.15
H 7.96 0.21 0.00
H -2.59 1.05 1.56
H -0.70 -6.03 0.23
H -2.21 -0.59 -6.94
H 3.33 0.98 0.61
H 3.11 1.19 2.35
H -5.83 -0.42 3.96
H 1.56 5.95 -2.29
H -0.33 1.37 5.39
H 0.82 1.90 0.64
*
```

Summary:
Kohn-Sham gap (alpha / beta) ... 6.5 / 6.8 eV

No. 3
Below is a molecular structure, C43H45BNO6S2Sn at a distorted geometry, with properties calculated with ωB97M-V/def2-TZVPD.

```
! RIJCOSX wB97M-V def2-TZVPD def2/J DEFGRID3
* xyz 3 1
Sn -0.37 -1.30 2.11
S -2.08 0.67 -0.88
S 1.52 -0.37 -0.94
O -0.28 -3.43 1.35
O -3.09 0.51 2.28
O 0.79 -0.31 -2.26
O -1.90 -0.45 3.95
O -0.83 -2.96 3.94
O -2.72 -2.08 1.67
N 1.80 -1.84 2.97
C -0.79 5.53 0.91
C 0.17 -4.46 2.25
C 2.87 -1.86 3.50
C 5.62 -0.96 -1.35
C 1.37 4.15 -2.60
C -2.76 -3.47 1.28
C -0.21 2.33 -1.92
C -1.48 -3.79 0.53
C 5.95 0.02 -2.31
C 0.28 3.40 0.34
C -5.39 -3.75 -3.36
C 1.12 3.55 1.47
C -3.23 -0.37 3.32
C 0.44 2.28 -0.58
C 1.78 5.08 -3.53
C -1.98 1.69 -3.48
C 3.30 -0.24 -1.37
C -3.22 -2.42 -3.11
C 2.13 1.43 0.96
C -0.68 -2.18 5.17
C -2.46 -1.39 -2.59
C 1.30 1.26 -0.15
C 1.02 4.69 2.27
C 1.22 5.11 -4.85
C -1.52 2.56 -4.41
C -4.60 -2.56 -2.80
C -0.37 3.34 -4.17
C 2.08 2.54 1.74
C -0.67 4.45 0.07
C -5.21 -1.58 -2.00
C -4.46 -0.52 -1.48
C 7.37 0.19 -2.80
C -1.82 -1.21 5.18
C 3.61 0.72 -2.34
C -3.07 -0.48 -1.73
C 0.14 4.28 -5.12
C 0.28 3.25 -2.90
C 4.91 0.83 -2.79
C 4.32 -1.05 -0.83
C -1.32 1.55 -2.22
C -0.01 -4.13 3.76
C 0.05 5.64 2.05
C -3.64 -1.72 2.71
B 4.28 -1.83 4.09
H -0.74 -2.81 6.06
H 4.75 -0.71 3.94
H -4.94 0.24 -0.89
H -3.01 1.42 2.62
H -6.27 -1.61 -1.79
H 1.00 -3.98 4.20
H -6.02 -3.45 -4.19
H 8.13 0.06 -2.00
H 4.95 -2.75 3.66
H 4.08 -1.80 -0.08
H 1.89 4.10 -1.64
H -0.33 -5.39 2.03
H 1.73 4.80 3.10
H 1.23 -4.64 2.01
H 2.80 2.63 2.54
H -1.31 4.40 -0.79
H 2.87 0.69 1.22
H 0.29 -1.67 5.13
H -1.55 6.27 0.74
H 7.60 -0.50 -3.63
H 1.59 5.82 -5.58
H -1.41 -1.25 -2.85
H -1.70 -0.52 6.02
H -3.68 -2.52 3.46
H -0.48 -4.98 4.22
H -2.73 -3.13 -3.77
H 5.10 1.59 -3.53
H 2.55 5.80 -3.27
H -4.73 -4.55 -3.67
H -2.77 -1.73 5.33
H -1.40 -3.20 -0.39
H -3.93 -0.04 4.10
H -4.67 -1.62 2.28
H -2.89 1.15 -3.71
H -6.06 -4.16 -2.60
H 2.76 1.29 -2.69
H -0.31 4.29 -6.11
H 6.35 -1.67 -0.96
H -0.01 6.50 2.67
H -3.63 -3.58 0.59
H 4.24 -2.04 5.27
H -2.10 2.67 -5.33
H -1.37 -4.85 0.28
H 7.46 1.21 -3.15
H -2.92 -4.09 2.16
*
```

Summary:
Kohn-Sham gap (alpha / beta) ... 4.1 / 3.4 eV

No. 4
Below is a molecular structure, C43H45ClFN4OP2SScSi at a distorted geometry, with properties calculated with ωB97M-V/def2-TZVPD.

```
! RIJCOSX wB97M-V def2-TZVPD def2/J DEFGRID3
* xyz 0 1
Sc 0.33 0.01 -0.27
Cl 0.14 -3.08 -2.35
S 2.08 -1.64 0.76
P 0.43 2.97 -1.34
P -1.38 -2.61 0.47
Si 2.42 1.80 1.94
F -1.58 0.37 0.86
O -0.93 0.17 -1.70
N 0.81 1.30 1.50
N 1.75 -0.45 -1.93
N 4.34 -2.30 -0.45
N 2.98 -1.07 -1.77
C -0.42 -3.62 1.67
C -0.23 1.54 2.36
C 0.29 0.32 -3.74
C 4.13 5.57 -2.31
C 0.19 -4.82 1.32
C -2.69 -5.85 -2.62
C 3.15 -1.63 -0.61
C -0.91 0.34 -3.01
C -2.99 -2.34 1.33
C -2.11 0.80 -5.06
C 3.64 1.31 0.62
C -5.17 -1.30 1.14
C 2.60 3.67 2.08
C 4.16 4.20 -2.48
C 3.04 3.44 -2.16
C 1.54 -0.12 -3.15
C 2.98 6.19 -1.82
C -1.33 2.43 4.37
C -1.90 -3.91 -0.74
C 1.29 -4.91 3.46
C -2.96 -4.79 -0.48
C 1.87 5.42 -1.51
C 0.69 -3.71 3.81
C -0.15 -3.06 2.92
C -3.39 -2.93 2.52
C 2.96 1.01 3.55
C -0.20 2.25 3.58
C -4.66 -2.70 3.03
C -2.56 1.91 4.00
C -2.11 0.56 -3.70
C -0.64 3.52 -2.74
C -1.51 1.06 2.07
C -0.45 3.86 0.01
C 0.26 0.57 -5.11
C 1.88 4.04 -1.67
C -1.24 -4.06 -1.97
C -3.35 -5.75 -1.40
C 1.04 -5.46 2.21
C -3.89 -1.52 0.65
C -1.63 -5.01 -2.90
C -0.92 0.83 -5.78
C -5.55 -1.89 2.34
C -2.65 1.20 2.81
H -4.17 -6.41 -1.17
H -1.64 3.10 -2.62
H 2.44 1.41 4.43
H 0.01 -5.25 0.34
H 1.96 -5.41 4.15
H -3.05 0.99 -5.56
H -3.59 -1.05 -0.28
H -0.70 4.61 -2.74
H 3.06 2.36 -2.30
H 2.96 7.26 -1.69
H -3.00 -6.59 -3.35
H 4.59 -2.59 0.48
H -4.96 -3.17 3.96
H 1.86 4.16 2.72
H 5.05 -2.16 -1.14
H 2.53 4.13 1.09
H -1.10 -5.08 -3.84
H 1.20 0.54 -5.66
H -2.71 -3.59 3.06
H -5.86 -0.67 0.60
H -0.92 1.01 -6.84
H 0.75 2.66 3.92
H 0.15 3.88 0.91
H -1.38 3.32 0.22
H 4.03 1.16 3.70
H 1.51 -6.39 1.92
H 0.90 -3.26 4.78
H 3.59 3.90 2.48
H -1.24 3.00 5.29
H -3.44 2.05 4.62
H -0.23 3.18 -3.69
H 2.38 -0.28 -3.83
H 5.00 6.17 -2.55
H -0.58 -2.10 3.19
H -0.71 4.88 -0.29
H 4.19 0.41 0.90
H 4.37 2.12 0.45
H 2.77 -0.07 3.50
H -3.03 0.55 -3.13
H -6.55 -1.71 2.74
H -3.57 0.76 2.46
H 0.99 5.92 -1.12
H 3.16 1.11 -0.34
H -3.49 -4.71 0.46
H 5.05 3.71 -2.86
*
```

Summary:
Kohn-Sham gap ... 7.3 eV

No. 5
Below is a molecular structure, C43H45F3N6NaO5PS at a distorted geometry, with properties calculated with ωB97M-V/def2-TZVPD.

```
! RIJCOSX wB97M-V def2-TZVPD def2/J DEFGRID3
* xyz -2 1
S -2.63 -5.21 3.59
P -1.34 3.15 -2.46
Na -0.42 1.11 -0.36
F -4.02 1.13 1.40
F 6.17 -0.09 1.80
F -3.19 0.18 -0.48
O 1.40 0.89 1.02
O -1.13 3.92 2.94
O -0.80 2.95 0.93
O 0.74 1.12 -2.29
O -0.21 -7.17 -1.85
N 1.58 -2.68 -5.99
N -1.05 -1.03 -2.29
N 2.23 2.48 4.70
N -2.34 -0.41 1.57
N 1.04 -3.85 -6.02
N -3.25 -3.22 5.32
C 1.06 -1.65 -5.25
C 3.52 2.16 6.79
C 0.79 0.26 -3.21
C -2.24 -2.48 3.37
C -1.08 3.07 -4.29
C 5.50 0.97 3.81
C -0.49 3.17 2.15
C -0.14 -0.90 -3.29
C 0.99 -4.66 -4.91
C 5.20 0.49 2.53
C -1.22 -2.60 -4.58
C 3.93 0.62 1.99
C 3.24 1.83 4.00
C -2.03 -1.95 -2.43
C 1.12 2.90 6.91
C 4.79 2.15 5.95
C -2.72 -3.63 4.15
C 0.12 -5.77 -5.11
C 0.16 -6.99 -0.47
C 1.65 1.55 2.05
C -1.79 1.92 -5.00
C -0.12 -1.75 -4.42
C 1.14 2.91 4.00
C -0.03 5.70 -2.63
C 2.94 1.35 2.68
C 0.21 -6.32 -2.79
C -4.19 3.37 -2.46
C -1.81 -2.66 2.02
C 1.88 -0.50 -5.26
C -3.53 -0.02 0.85
C 1.75 0.43 -4.27
C -0.27 -6.56 -4.08
C 1.53 -4.46 -3.64
C -2.29 -0.14 2.93
C 4.52 1.63 4.56
C 0.77 2.51 2.73
C 2.41 2.93 6.09
C -1.73 -1.61 1.20
C -2.14 -2.76 -3.54
C -0.04 4.36 -1.91
C 1.10 -5.26 -2.59
C -2.90 4.19 -2.30
C -2.32 -1.13 3.82
H -1.70 0.99 -4.45
H 2.63 -0.48 -6.05
H -0.21 4.44 -0.83
H -2.34 -0.91 4.88
H -1.33 1.77 -5.98
H 1.39 3.22 7.93
H -2.88 -3.55 -3.55
H 0.34 3.57 6.53
H 0.57 3.63 4.57
H 6.49 0.86 4.23
H -4.29 -0.82 0.92
H -2.80 4.57 -1.27
H 3.16 1.13 7.02
H -0.98 -7.37 -4.23
H 0.89 3.80 -2.03
H 2.26 -3.68 -3.46
H 1.44 -5.01 -1.59
H -2.24 0.90 3.22
H 3.68 2.63 7.76
H -4.32 3.01 -3.48
H 0.69 1.90 6.95
H -2.85 2.13 -5.15
H 5.56 1.52 6.44
H 3.65 0.21 1.03
H 5.23 3.17 5.89
H -3.54 -3.95 5.96
H -1.24 -1.64 0.25
H 1.23 -7.19 -0.30
H -0.11 -6.00 -0.10
H -0.29 -5.90 -6.10
H 0.00 2.96 -4.39
H 2.75 3.99 6.00
H -1.33 4.05 -4.69
H -0.42 -7.75 0.05
H -1.35 -3.15 -5.51
H -2.81 5.05 -2.96
H -2.78 -2.00 -1.65
H -0.91 6.33 -2.39
H -1.60 -3.67 1.71
H 0.86 6.28 -2.33
H -5.05 4.01 -2.24
H 0.01 5.60 -3.72
H 2.40 1.29 -4.19
H -4.20 2.50 -1.80
H -3.71 -2.31 5.43
*
```

Summary:
Kohn-Sham gap ... 4.0 eV

Number 1: DFT total energy -96746.34092 eV. Number 2: DFT total energy -184318.85181 eV. Number 3: DFT total energy -87245.59897 eV. Number 4: DFT total energy -126566.89166 eV. Number 5: DFT total energy -97193.56456 eV.